{
  "formula": "C2H6O2",
  "method": "ωB97M-V with the def2-TZVPD basis set",
  "max_force_ev_per_a": 8.1,
  "e_tot_ha": -230.159275,
  "homo_energy_ev": -9.95,
  "e_lumo_ha": 0.0353,
  "e_above_lowest_kj_mol": 318.59,
  "mol_weight_g_mol": 62.1,
  "charge": 0,
  "species": ["C", "C", "H", "H", "H", "H", "H", "H", "O", "O"],
  "xyz": [[-0.018, 0.653, 1.561], [-0.176, -0.613, -0.356], [0.495, -0.432, 2.187], [0.589, 1.494, 2.261], [-0.993, 0.576, 1.906], [0.534, -1.606, -0.038], [-1.352, -0.776, -0.225], [0.016, 0.333, -1.737], [0.324, 0.543, 0.253], [-0.089, -0.522, -1.701]]
}

=====

{
  "formula": "C3H6CuNOS4",
  "method": "ωB97M-V with the def2-TZVPD basis set",
  "s2": 0.76,
  "max_force_ev_per_a": 0.3,
  "e_tot_ha": -3481.239636,
  "homo_energy_ev": [-3.33, -3.24],
  "e_lumo_ha": [0.1100, 0.1067],
  "spin_multiplicity": 2,
  "e_above_lowest_kj_mol": 0.00,
  "mol_weight_g_mol": 263.9,
  "charge": -1,
  "species": ["Cu", "S", "S", "S", "S", "N", "C", "O", "C", "C", "H", "H", "H", "H", "H", "H"],
  "xyz": [[-0.429, 0.186, 1.339], [-0.017, 1.854, 2.901], [-1.779, 1.405, 3.874], [-1.465, -0.509, 4.495], [-1.214, -1.497, 2.678], [0.608, -1.697, -2.420], [0.349, -0.990, -1.283], [-0.176, -1.525, -0.321], [0.757, 0.465, -1.288], [-0.070, 1.262, -0.290], [0.445, -2.689, -2.413], [1.101, -1.280, -3.187], [0.724, 0.843, -2.321], [1.814, 0.474, -0.996], [-1.059, 1.487, -0.708], [0.412, 2.212, -0.061]]
}